Entry 1:
Formula: C6H13Cl3Si
Source: the OMol25 dataset
Level of theory: ωB97M-V/def2-TZVPD

maximum force	1.549	eV/Å
E_LUMO	0.018	Eh
E	-51882.5131	eV
HOMO	-10.8	eV
molar mass	219.62	g/mol
SMILES string	CC(C)CCC[Si](Cl)(Cl)Cl

Element x y z (Å)
1 C -1.70623 -1.13878 -1.68341
2 C -1.28427 -1.11059 -0.20167
3 C -0.12515 -2.09448 0.06633
4 C -1.02819 0.36999 0.29388
5 C 0.05299 1.24380 -0.36904
6 C 1.52089 0.92480 -0.07932
7 Si 2.01731 1.67001 1.59392
8 Cl 3.29389 3.32721 1.08489
9 Cl 0.42489 2.37434 2.79224
10 Cl 3.08265 0.29183 2.70121
11 H -0.87528 -0.98436 -2.36209
12 H -2.44778 -0.35053 -1.92385
13 H -2.13451 -2.08838 -1.95089
14 H -2.12303 -1.47529 0.36773
15 H -0.47225 -3.11953 -0.06579
16 H 0.24932 -2.00539 1.06384
17 H 0.65180 -1.87505 -0.64474
18 H -0.85287 0.31571 1.38332
19 H -1.97891 0.88739 0.17500
20 H -0.11257 1.30859 -1.46113
21 H -0.07849 2.24678 0.01592
22 H 1.73864 -0.12875 0.00435
23 H 2.18716 1.41066 -0.80071

Entry 2:
Formula: C6H13ClNOP
Source: the OMol25 dataset
Level of theory: ωB97M-V/def2-TZVPD

maximum force	4.291	eV/Å
multiplicity	3
expectation value of S²	2.01
E_LUMO (spin up / spin down)	0.032 / -0.036	Eh
E	-31775.9250	eV
HOMO (spin up / spin down)	-6.8 / -8.9	eV
molar mass	181.60	g/mol

Element x y z (Å)
1 C -0.42091 2.00294 0.34428
2 C 0.19464 1.62654 1.38603
3 C -3.28242 0.18454 -0.03361
4 C 1.73670 -1.33073 0.84105
5 C 3.69386 -1.28361 -0.72877
6 C -2.66206 1.53625 -0.53241
7 N 2.83303 -0.61355 0.16725
8 O -1.79964 2.15887 0.36292
9 P 3.27385 0.97402 0.78915
10 Cl 3.86825 1.86225 -0.90477
11 H -0.02141 2.15470 -0.70668
12 H -0.03889 1.22975 2.36579
13 H -3.93949 0.24946 0.78544
14 H -3.86124 -0.44818 -0.74042
15 H -2.43267 -0.51644 0.42666
16 H 2.26151 -2.24455 1.24594
17 H 1.19018 -0.67518 1.51336
18 H 0.96562 -1.45769 0.04697
19 H 4.18672 -2.09810 -0.19317
20 H 3.15928 -1.43517 -1.72627
21 H 4.71326 -0.81840 -0.97939
22 H -3.53255 2.32424 -0.67216
23 H -2.09847 1.36258 -1.48127

- The highest molar mass belongs to which entry?
  C6H13Cl3Si

- The lowest E belongs to which entry?
  C6H13Cl3Si